This record from OMol25 describes C14H103ClI2N3O42P2S as an isolated structure. The level of theory is ωB97M-V/def2-TZVPD.

Structure (XYZ):
```
168
Properties=species:S:1:pos:R:3:forces:R:3
C 4.290849 -1.942350 0.790820 -0.8 0.6 -0.6
C 3.416666 -1.431888 -0.144289 1.0 -0.7 1.0
N 2.641367 -0.275346 0.084338 0.0 -0.2 -1.1
C 1.669981 -0.564731 1.149198 -0.3 -0.8 -0.5
C 0.454697 0.375738 1.206471 1.3 0.2 2.2
P -0.689457 -0.438937 2.494128 -0.5 -1.3 0.3
O 0.291675 -1.215858 3.569921 -0.7 1.4 -0.5
Cl -1.540076 1.036522 3.683351 0.6 -0.2 -0.5
N -0.247189 0.631595 -0.102378 0.4 1.0 0.4
C -0.296927 2.150672 -0.281487 -0.7 1.4 0.2
C -1.228762 2.864530 0.679745 0.1 0.1 0.7
N -0.732408 3.610836 1.576317 0.0 -0.4 -0.2
P -1.995429 0.115186 -0.142705 -2.4 -0.3 -1.9
S -2.942147 0.821812 -1.698350 0.5 -0.1 0.5
C 0.530397 0.106001 -1.308769 1.1 -1.3 -0.4
C 0.235122 -1.370350 -1.677566 -0.9 0.2 -1.5
C -0.611176 -1.434142 -3.005532 -1.1 -2.2 1.4
C -1.453234 -2.718698 -3.153712 3.0 1.0 -2.4
O -0.176170 -2.358576 -3.944193 0.2 1.1 -0.3
C 2.071879 0.255435 -1.159208 0.8 1.0 0.3
C 2.673036 1.654341 -1.438952 0.1 0.7 0.6
I 3.598687 2.613376 0.251760 -0.3 -0.4 -0.2
C 2.679844 2.239485 -2.640913 -0.4 -0.6 0.4
C 2.054423 1.519641 -3.828496 1.2 0.6 -0.2
I 3.600697 4.128211 -2.950297 -0.5 -0.7 -0.5
H 4.108309 -2.977311 1.073191 1.3 -0.4 -0.8
H 5.158654 -1.389248 1.142229 -0.8 0.3 1.3
H 3.389057 -1.942546 -1.112002 -1.4 -0.3 0.3
H 1.293229 -1.596353 1.004404 0.1 0.1 0.1
H 2.188688 -0.583596 2.106674 -0.3 0.3 0.0
H 0.795102 1.311571 1.665108 -0.2 0.3 -0.7
H 0.665935 -0.554864 4.190953 0.8 -0.2 0.0
H 0.676789 2.607516 -0.097009 0.2 -0.6 0.0
H -0.616565 2.421686 -1.290580 0.1 -0.5 -0.1
H -2.316770 2.805517 0.611196 0.1 -0.4 -0.4
H -1.513887 4.008717 2.098397 0.2 0.3 0.1
H -2.668324 0.567578 1.006662 0.9 0.0 0.3
H -2.119185 -1.286507 -0.139159 0.7 0.2 0.5
H 0.236215 0.705269 -2.170477 -0.2 0.2 0.3
H 1.120365 -1.937751 -1.981293 0.3 0.3 0.5
H -0.287413 -1.974610 -0.934595 0.2 0.2 0.2
H -1.061909 -0.511990 -3.371911 0.2 -0.1 -0.1
H -2.177232 -2.723222 -3.956267 -0.8 -0.2 0.8
H -1.002665 -3.631269 -2.784352 -1.4 -0.1 1.2
H 2.488895 -0.364435 -1.958445 -0.3 0.0 0.0
H 1.968814 0.446202 -3.652382 -0.2 0.1 0.1
H 1.108703 1.962948 -4.143188 0.1 0.0 0.0
H 2.789790 1.604573 -4.635430 -0.4 0.0 -0.2
O 0.124367 -4.027362 -6.473521 0.1 0.3 0.2
H -0.345725 -3.685151 -7.239921 0.0 -0.1 -0.1
H 0.151803 -3.284445 -5.854204 -0.2 -0.1 0.1
O -2.944830 3.806510 5.107344 0.1 0.0 -0.1
H -3.104226 4.199852 4.243594 -0.1 0.1 0.0
H -2.379328 3.047639 4.932470 -0.1 0.1 0.2
O 2.090021 -0.985921 -6.765180 -0.3 0.2 0.0
H 1.705223 -1.422498 -5.996619 0.0 0.0 0.0
H 1.586535 -1.336456 -7.508832 0.2 -0.2 -0.1
O -3.710924 -2.975872 -1.545368 0.1 0.2 0.2
H -4.261831 -3.171524 -0.769499 -0.2 -0.2 -0.2
H -3.449913 -2.057813 -1.424033 -0.2 0.1 -0.2
O 2.383385 0.685511 4.394701 -0.9 -0.2 -0.2
H 3.132386 0.476823 4.965400 0.1 0.0 -0.1
H 2.734540 1.342723 3.784743 0.1 0.1 0.2
O 6.733585 0.489730 -0.455960 0.0 0.0 0.1
H 6.708733 1.285729 -1.003090 0.0 -0.2 -0.3
H 5.916272 0.519880 0.047021 -0.1 0.1 0.0
O 1.534208 2.852773 6.153752 -0.1 0.3 0.0
H 1.013872 2.201706 5.673314 0.2 -0.1 0.0
H 0.974598 3.637071 6.174269 0.0 0.0 0.0
O -1.993349 -1.912623 5.600194 0.0 0.1 0.0
H -1.560721 -2.324961 6.357269 -0.1 -0.1 0.0
H -1.293294 -1.842532 4.944926 0.1 -0.1 0.1
O 0.400702 1.562047 -7.151138 0.0 -0.1 -0.1
H 0.297602 1.872289 -8.059026 -0.1 0.0 0.0
H 0.961150 0.778449 -7.229873 0.1 0.1 0.2
O -5.771688 1.746327 0.684976 0.2 0.2 0.0
H -5.397557 1.373279 1.489026 -0.2 -0.1 0.0
H -5.059411 1.734296 0.037471 0.0 -0.1 -0.1
O -0.818558 3.918604 -2.841205 -0.1 0.1 0.0
H -1.242396 4.231228 -3.648522 0.1 -0.1 -0.1
H -0.796823 4.695373 -2.270066 0.0 0.0 0.0
O 3.429315 -2.593334 -2.999159 -0.1 0.3 -0.1
H 3.271866 -2.321443 -3.910273 0.1 -0.2 -0.1
H 3.995457 -3.371008 -3.087391 0.0 -0.1 0.2
O 9.767803 0.408300 -1.803901 0.0 0.1 -0.1
H 9.736674 1.212684 -2.331918 0.0 0.0 0.0
H 8.955048 0.431542 -1.286729 0.0 -0.1 0.1
O -3.144711 4.605127 -0.813445 0.2 -0.1 -0.1
H -3.206497 3.694462 -1.129333 -0.1 0.0 -0.1
H -3.167861 5.127033 -1.621747 -0.2 0.1 0.1
O -5.343834 4.465057 7.465592 0.0 0.0 -0.3
H -4.876859 4.042464 8.195293 0.0 0.1 0.1
H -4.667863 4.574351 6.787616 0.0 -0.2 -0.1
O -6.201287 -3.759227 -0.232328 0.4 0.1 0.2
H -6.523707 -4.151409 0.587582 -0.2 -0.1 -0.1
H -6.804756 -4.110592 -0.898676 -0.2 0.1 0.1
O 3.054594 -4.324641 -5.417171 0.0 0.0 0.2
H 2.116455 -4.451115 -5.598685 -0.1 0.0 -0.3
H 3.307451 -5.121526 -4.939345 0.1 0.0 -0.1
O 6.713367 6.150207 -1.093446 0.0 -0.2 0.2
H 6.153780 5.494973 -1.523968 0.1 0.1 -0.1
H 6.180628 6.949056 -1.104132 0.0 0.0 -0.1
O -2.800970 -2.906584 1.648072 0.0 0.2 0.0
H -2.530001 -2.435412 2.442467 0.0 -0.1 0.1
H -3.429335 -3.564027 1.968138 0.0 -0.1 -0.1
O -8.954329 -4.615580 0.208610 0.2 0.0 -0.3
H -9.539429 -5.281344 -0.182961 0.1 0.0 0.0
H -9.496012 -3.819955 0.242599 0.0 0.0 0.2
O -7.703690 -1.117471 0.356991 0.0 0.1 0.1
H -7.865602 -0.867088 -0.559290 0.0 0.0 0.0
H -7.163540 -1.910099 0.273355 0.0 -0.2 -0.1
O 5.100705 -4.391086 -1.187790 -0.1 0.1 -0.1
H 5.158503 -5.145883 -0.585692 0.0 -0.2 -0.1
H 4.713660 -3.683966 -0.656177 0.3 -0.1 0.0
O -10.757520 -4.130631 2.665747 0.0 0.2 0.1
H -10.738976 -3.171570 2.553452 -0.1 0.0 -0.1
H -9.998823 -4.318092 3.225724 0.0 -0.1 0.0
O 0.746798 -3.891959 4.964252 0.0 0.2 0.0
H 0.656805 -3.116949 4.401757 0.1 0.0 -0.1
H 1.443021 -4.416320 4.550797 -0.1 -0.2 0.1
O 4.907772 0.276342 3.792065 0.3 0.0 -0.1
H 4.677620 0.206186 2.859499 0.0 -0.1 -0.1
H 5.858567 0.120540 3.820988 0.0 0.0 0.0
O -7.412944 -1.728263 -2.589906 0.2 -0.1 -0.1
H -7.676716 -1.859555 -3.505985 -0.1 0.0 0.0
H -6.463751 -1.899060 -2.586950 0.0 0.0 0.1
O 1.903427 5.690729 8.368475 -0.1 0.0 -0.2
H 1.877791 4.793602 8.020903 0.1 -0.1 0.1
H 1.924432 6.251216 7.586985 0.0 0.1 0.1
O 3.253484 6.248174 -0.082842 0.0 0.1 0.0
H 2.326622 6.111407 -0.304315 0.0 0.0 0.1
H 3.491830 5.457542 0.417988 0.1 0.0 -0.2
O 4.609748 7.090867 -3.091885 -0.3 -0.1 0.2
H 4.040887 6.930620 -2.325409 0.0 0.2 0.1
H 4.851498 8.020984 -3.033730 0.0 0.0 -0.1
O 5.114684 -6.782933 0.770887 0.0 0.2 0.1
H 5.408593 -6.360309 1.584946 0.1 -0.1 0.0
H 4.562900 -7.513074 1.068953 0.0 0.0 -0.1
O 7.171246 0.926091 -3.411527 -0.1 -0.1 -0.2
H 7.032496 1.241807 -4.314023 0.0 0.3 0.1
H 7.726865 0.143646 -3.511628 0.0 0.0 0.2
O -11.880617 -1.495180 1.544299 -0.1 0.0 0.1
H -11.924513 -0.717478 0.980216 0.1 0.0 0.0
H -12.665959 -1.432471 2.097723 0.0 -0.1 0.0
O 2.156987 -6.638805 5.063602 0.1 0.2 0.0
H 2.443824 -6.153076 5.844528 0.0 -0.1 0.0
H 1.551860 -7.301719 5.411119 -0.1 0.0 -0.1
O 7.800636 -2.510578 -0.884062 -0.2 0.0 0.0
H 7.256342 -3.167257 -1.334154 0.0 -0.1 0.1
H 7.251458 -1.717886 -0.861991 0.1 0.1 -0.1
O -1.323557 1.085489 -9.641465 0.0 -0.1 0.1
H -1.720320 0.649450 -8.880629 0.0 0.1 0.0
H -1.832338 0.775731 -10.397287 0.0 0.1 0.0
O -10.429043 -6.313655 -1.622354 0.0 0.0 -0.2
H -10.509051 -7.233045 -1.894676 0.0 0.0 0.1
H -10.487153 -5.812837 -2.441955 0.0 0.1 0.0
O 6.317560 3.062685 -5.304669 -0.1 -0.1 0.0
H 6.306957 3.816768 -5.902048 0.1 0.0 0.0
H 5.501001 3.140207 -4.798335 0.1 0.1 0.0
O -4.754679 -1.163613 6.743714 0.0 -0.1 -0.1
H -4.843472 -0.355966 6.229855 0.0 0.0 0.1
H -4.059865 -1.657224 6.292490 0.1 0.1 0.0
O -3.546382 5.546350 9.188818 0.2 0.2 0.1
H -3.995807 5.976272 8.453537 -0.2 -0.1 0.1
H -3.518625 6.214777 9.880306 0.1 -0.1 0.1
O 4.712804 4.326143 2.642630 -0.1 0.1 -0.1
H 4.716335 5.287414 2.571475 0.0 0.0 0.0
H 5.443245 4.131802 3.239634 0.0 -0.1 0.0
```
Forces are in eV/Å.

Output
- Largest force on an atom: 3.984 eV/Å
- Total charge: +1
- LUMO level: -3.6930 eV
- DFT total energy: -6055.5793 a.u.

***

This record from OMol25 describes C14H10BN7OS2Tl as an isolated structure. The level of theory is ωB97M-V/def2-TZVPD.

Structure (XYZ):
```
36
Properties=species:S:1:pos:R:3:forces:R:3
Tl 0.053621 0.095318 0.057811 -1.4 0.2 0.5
S -0.057187 -0.193583 2.624552 0.6 0.4 -0.8
C -0.129910 -1.905076 2.674688 0.2 -0.5 0.0
C 0.475865 -2.545893 3.766468 -0.1 0.3 0.0
C 0.367966 -3.905807 3.950666 0.0 -0.2 0.0
C 1.002052 -4.519830 5.080501 0.0 0.0 0.0
N 1.520753 -5.010616 5.980378 0.0 0.0 0.0
C -0.355805 -4.710006 3.017956 0.1 -0.1 0.2
C -0.916756 -4.127342 1.923284 -0.1 0.2 0.0
C -0.819029 -2.718115 1.702773 0.1 -0.2 0.2
S -1.507415 -2.107757 0.309033 0.1 0.0 -0.5
C -0.496069 -6.122634 3.245283 0.1 0.1 0.0
N -0.611932 -7.247547 3.441211 0.0 0.0 0.0
H 1.019921 -1.951248 4.487004 0.0 0.0 0.0
H -1.445322 -4.732038 1.199537 0.0 0.0 0.0
B -1.527434 2.200124 -2.702586 -0.1 0.5 -0.4
N -0.649268 0.929548 -2.995098 -0.1 0.0 0.2
C -0.391353 0.520251 -4.234096 0.0 0.0 -0.1
C 0.465789 -0.574338 -4.202480 0.0 0.0 0.0
C 0.696082 -0.787179 -2.862032 0.0 0.1 -0.1
N 0.011366 0.127130 -2.140762 0.7 -0.5 0.3
N -1.778949 2.495358 -1.185339 0.0 -0.1 -0.1
C -2.528310 3.519874 -0.784192 -0.1 0.1 0.1
C -2.541048 3.571478 0.603876 0.0 0.0 0.0
C -1.753636 2.507353 0.992188 -0.1 0.1 -0.1
N -1.302314 1.859925 -0.100009 0.2 0.0 0.5
H -0.974407 3.156889 -3.189229 0.2 -0.1 0.2
H -2.585705 2.081827 -3.265088 0.0 -0.3 0.2
H -0.830930 1.039780 -5.069908 0.0 0.0 0.0
H 0.853359 -1.134234 -5.034922 0.0 0.0 0.0
H 1.310815 -1.530371 -2.377417 -0.1 0.0 0.0
H -3.006703 4.155506 -1.511776 0.0 0.0 0.0
H -3.050820 4.279758 1.232455 0.0 0.0 0.0
H -1.491979 2.172188 1.982302 0.0 0.0 0.0
O 3.233860 1.230355 0.147149 0.2 0.3 0.1
N 2.717714 0.247650 -0.039028 -0.1 -0.3 -0.1
```
Forces are in eV/Å.

Output
- Largest force on an atom: 1.502 eV/Å
- Total charge: +1
- LUMO level (alpha / beta): -7.1916 / -5.8222 eV
- ΔE to the lowest compared entry with this formula, charge and spin: 75.23 kJ/mol
- DFT total energy: -1991.3672 a.u.

***

This record from OMol25 describes C14H10CeF5N as an isolated structure. The level of theory is ωB97M-V/def2-TZVPD.

Structure (XYZ):
```
31
Properties=species:S:1:pos:R:3:forces:R:3
C 0.194970 3.124724 -0.557491 0.9 0.0 -0.1
C 0.619030 2.420414 -1.728477 0.7 0.3 0.5
C 1.695124 1.547830 -1.361297 0.2 1.0 0.3
C 1.927532 1.709450 0.041535 0.0 0.7 -0.5
C 1.005121 2.685583 0.539727 0.3 0.2 -0.9
Ce -0.538432 0.591995 -0.152811 0.5 -0.9 0.9
C -1.274216 -0.204619 -2.531809 0.4 -1.1 -1.0
C -2.042589 0.786955 -2.043716 -2.4 1.3 -1.0
C -3.064919 1.643462 -1.942061 0.7 -0.5 0.0
N -1.953904 1.240164 0.934183 -1.3 0.1 1.6
H 2.282811 0.931573 -2.045945 -0.3 0.1 0.3
H 0.207367 2.541696 -2.731299 0.1 -0.1 0.4
H 2.714711 1.218928 0.615126 -0.5 0.1 -0.2
H 0.953685 3.050794 1.569298 -0.1 -0.3 -0.5
H -0.594803 3.877915 -0.520387 0.2 -0.4 0.1
H -0.425310 -0.028549 -3.215762 -0.5 0.1 0.5
H -2.614024 1.364692 1.714379 0.3 0.2 -0.3
H -1.530281 -1.272216 -2.400945 0.0 0.6 0.0
H -3.839425 1.739541 -2.709939 0.2 -0.2 -0.1
H -3.193662 2.294168 -1.070116 0.2 -0.4 -0.3
F 2.905760 -0.822788 1.615831 -0.1 -0.4 0.2
C 1.866194 -1.699320 1.619277 -1.1 -1.0 0.0
C 0.670322 -1.387299 0.998996 -0.1 -0.5 0.2
C -0.350640 -2.321207 1.052515 1.1 -0.3 0.6
F -1.569941 -2.014815 0.455257 0.6 -0.3 0.2
C -0.217016 -3.557917 1.698703 -0.2 0.6 -0.4
F -1.239648 -4.436655 1.717175 0.2 -0.1 0.2
C 0.994942 -3.859102 2.321729 0.0 0.5 -0.3
F 1.166365 -5.037781 2.956619 0.0 0.3 -0.1
C 2.035400 -2.925566 2.279326 0.1 0.6 -0.3
F 3.209477 -3.202048 2.882378 -0.1 -0.3 0.1
```
Forces are in eV/Å.

Output
- Largest force on an atom: 2.908 eV/Å
- Total charge: -1
- Multiplicity: 2
- LUMO level (alpha / beta): 2.8220 / 2.8092 eV
- ΔE to the lowest compared entry with this formula, charge and spin: 0.00 kJ/mol
- ⟨S²⟩: 0.76
- DFT total energy: -1568.5616 a.u.

***

This record from OMol25 describes a 12-piece molecular cluster, C14H10Cl44O2P overall. The level of theory is ωB97M-V/def2-TZVPD.

Structure (XYZ):
```
71
Properties=species:S:1:pos:R:3:forces:R:3
C -1.247710 -5.719597 -2.051851 0.2 0.0 -0.2
C -0.155225 -4.657832 -1.968943 -0.5 0.2 -0.2
O 0.788325 -5.005111 -0.957115 0.2 -0.1 0.1
C 2.054506 -4.450652 -1.086689 -0.1 -0.2 0.1
P 2.113293 -2.682035 -1.444372 0.5 0.2 0.2
O 2.019502 -1.933006 -0.066847 -0.3 0.1 -0.3
H -1.018860 -6.530228 -1.358284 -0.1 0.1 0.0
H -2.225786 -5.297834 -1.827709 0.0 -0.1 0.1
H -1.283941 -6.147995 -3.053311 0.0 0.0 0.0
H 0.323852 -4.519142 -2.947498 0.2 -0.2 0.1
H -0.596279 -3.695108 -1.679216 0.1 -0.1 -0.2
H 2.567640 -4.497559 -0.116480 -0.1 -0.2 -0.1
H 2.688893 -4.969597 -1.820735 -0.1 0.1 -0.1
H 1.168591 -2.234867 -2.361220 -0.1 0.1 0.0
H 3.351028 -2.400347 -2.015731 0.1 0.0 -0.1
H 1.845662 -0.974448 -0.106357 -0.1 0.1 0.3
C 4.018214 -4.793999 3.173765 0.1 0.0 0.1
Cl 2.801163 -5.996614 3.575317 -0.1 0.1 -0.1
Cl 4.555839 -3.981085 4.635078 0.0 0.0 0.0
Cl 5.386453 -5.568058 2.377692 0.0 0.0 0.0
Cl 3.308928 -3.587080 2.067931 0.1 0.1 0.2
C -0.339479 1.062059 2.048204 -0.1 -0.1 0.1
Cl 0.532711 1.063860 0.480550 0.1 0.0 -0.2
Cl -2.058641 1.188406 1.717985 0.0 0.0 0.0
Cl 0.007473 -0.459701 2.871389 0.0 0.0 0.0
Cl 0.213454 2.422224 3.003914 0.1 -0.2 0.0
C 4.988943 -9.503293 4.227282 0.0 -0.1 0.1
Cl 4.106322 -9.303027 2.707341 0.0 0.0 0.0
Cl 6.703899 -9.193331 3.950897 0.0 0.0 0.0
Cl 4.379086 -8.366052 5.436074 0.0 -0.1 0.0
Cl 4.768257 -11.150029 4.810722 0.0 0.0 0.0
C -1.726948 -4.001889 1.976325 0.1 -0.1 0.0
Cl -2.768037 -3.216804 3.147075 0.0 0.0 0.0
Cl -2.393445 -5.567730 1.500597 0.2 0.0 0.0
Cl -1.595359 -2.974151 0.525443 -0.1 0.1 0.2
Cl -0.123134 -4.250838 2.674168 0.0 0.1 -0.1
C -1.951005 5.261239 0.796225 -0.1 0.0 0.0
Cl -3.319274 4.598388 -0.101870 0.1 0.1 0.0
Cl -2.108578 4.763397 2.482816 0.0 0.2 0.1
Cl -0.455238 4.602548 0.113780 0.1 0.0 0.0
Cl -1.910755 7.018898 0.689535 0.0 -0.3 0.0
C -0.307543 10.652365 1.737421 0.0 -0.1 0.0
Cl -1.702468 10.033933 0.846888 0.1 0.2 0.0
Cl -0.459890 10.206248 3.436848 0.0 0.0 0.0
Cl 1.169291 9.950846 1.070361 0.0 0.0 0.0
Cl -0.243058 12.408803 1.589700 0.0 0.0 0.0
C 3.598226 0.744131 -3.619563 -0.1 0.1 0.0
Cl 2.297703 1.112308 -2.452747 0.0 -0.1 0.1
Cl 3.137017 -0.725176 -4.506107 0.0 -0.1 -0.1
Cl 3.758568 2.078063 -4.728170 0.0 0.0 -0.1
Cl 5.112892 0.471128 -2.763811 -0.1 -0.1 0.1
C -6.985891 -4.658058 2.800214 0.0 0.0 0.0
Cl -8.105041 -5.967062 3.167763 0.0 0.0 0.0
Cl -6.601190 -3.775051 4.281708 0.0 0.0 0.0
Cl -5.493449 -5.320993 2.119603 -0.2 0.0 0.0
Cl -7.719524 -3.556136 1.633311 0.0 0.0 0.0
C -5.130304 0.969496 -1.434570 0.0 0.0 0.1
Cl -6.420209 0.149946 -2.304431 0.0 0.0 0.0
Cl -5.254771 0.609897 0.291140 0.0 0.0 0.0
Cl -3.559527 0.408319 -2.034105 0.1 0.0 0.0
Cl -5.252667 2.711303 -1.681646 -0.2 -0.1 -0.2
C -5.177564 12.545987 -0.287669 0.0 0.0 0.0
Cl -6.466656 12.792346 0.890263 0.0 0.0 0.0
Cl -5.343849 10.938802 -1.012688 0.0 0.0 0.0
Cl -5.285947 13.771837 -1.550333 0.0 0.0 0.0
Cl -3.610664 12.651358 0.513987 -0.1 0.2 0.0
C 6.532262 4.893245 -6.408453 0.0 0.0 0.0
Cl 7.271524 4.919941 -8.004835 0.0 0.0 0.0
Cl 4.780264 5.102714 -6.563754 0.0 0.0 0.0
Cl 6.854529 3.336329 -5.632364 0.1 0.0 0.0
Cl 7.193594 6.191148 -5.419833 0.0 0.0 0.0
```
Forces are in eV/Å.

Output
- Largest force on an atom: 0.562 eV/Å
- Total charge: +1
- LUMO level: -3.1380 eV
- DFT total energy: -21279.3262 a.u.

***

Q: Which of these has the highest largest force on an atom?
A: C14H103ClI2N3O42P2S